Entry 1:
A molecular structure, C6H3BInNO8 at a distorted geometry. Source: OMol25; level of theory: the ωB97M-V functional and the def2-TZVPD basis.

Structure (XYZ):
```
20
Properties=species:S:1:pos:R:3:forces:R:3:lowdin_charge:R:1
In -17.62174 17.17177 16.17540 0.14 0.05 0.10 0.998
O -23.55053 15.70975 11.94226 -2.83 -1.10 -1.77 0.315
C -24.48442 15.47143 11.18824 5.05 3.00 2.31 -0.280
O -24.75772 16.06507 10.08154 -0.71 -0.64 -1.06 0.334
B -25.82227 15.30499 9.37201 -1.15 1.30 1.59 -0.751
O -26.35996 14.37490 10.41297 0.98 0.79 -0.44 0.322
C -25.55787 14.40078 11.45375 -2.73 -4.77 2.85 -0.246
O -25.61017 13.67035 12.43027 0.55 2.55 -2.59 0.343
O -25.36678 14.61867 8.20900 0.66 -0.46 0.07 0.373
C -26.03415 14.95715 7.17663 2.30 -4.65 -6.60 -0.231
O -25.95906 14.50726 6.01343 -0.41 2.12 4.84 0.354
C -27.05383 16.01380 7.57514 -4.48 4.71 -0.25 -0.229
O -26.88920 16.25889 8.87619 0.57 -1.34 -1.46 0.327
O -27.79938 16.51918 6.75989 2.12 -1.53 2.43 0.371
C -10.66119 21.81895 19.96873 -1.00 -0.98 -1.18 -0.060
C -11.66836 20.82889 19.42719 -2.21 -2.73 -1.34 -0.252
N -12.40897 20.03611 18.92873 3.02 3.41 2.14 0.077
H -10.28974 21.56779 20.96223 -0.30 0.01 -0.12 0.081
H -11.13307 22.79954 19.90648 0.23 0.01 0.28 0.078
H -9.84990 21.76119 19.24309 0.19 0.25 0.19 0.078
```
Forces are in eV/Å.

Charge: +2
Highest occupied orbital energy (eV): -14.33
ΔE to the lowest compared entry with this formula, charge and spin (kJ/mol): 199.54
Kohn-Sham gap (eV): 0.23
LUMO level (eV): -14.10

***

Entry 2:
C6H3BrF3NOS in the gas phase at a distorted geometry. Source: OMol25; level of theory: the ωB97M-V functional and the def2-TZVPD basis.

Structure (XYZ):
```
16
Properties=species:S:1:pos:R:3:forces:R:3:lowdin_charge:R:1
C 0.40259 -1.50820 -0.25255 -2.11 1.25 -1.50 -0.275
C 2.15241 1.15011 0.02554 -1.35 0.32 -1.99 -0.382
C 1.61079 1.15725 1.24797 -1.75 0.08 1.86 -0.770
C 0.39725 0.52389 1.64236 1.10 2.37 -1.76 0.021
C -0.04748 -0.22312 -0.79219 0.39 -0.67 2.73 -0.576
C -2.25719 -0.80490 -1.34267 -0.74 -1.13 0.81 -0.790
N 0.61761 -2.57721 0.11026 0.47 -0.32 0.37 0.198
O -1.35637 0.15803 -1.14712 1.93 -0.10 -0.06 0.068
F -2.42427 -1.56635 -0.26994 0.16 -0.44 1.23 0.180
F -3.40218 -0.21609 -1.54516 -0.92 0.62 -0.90 0.217
F -1.96363 -1.65795 -2.30540 0.31 0.10 -1.10 0.203
S 1.15377 0.75512 -1.40864 1.92 1.31 0.38 1.075
Br 2.27056 2.43190 2.56422 0.00 -0.30 -0.61 0.712
H 2.92267 1.85027 -0.21254 0.84 -0.22 -0.28 0.054
H 0.34116 -0.46749 1.54813 -0.20 -3.52 0.10 -0.014
H -0.41768 0.99474 2.13772 -0.05 0.63 0.72 0.080
```
Forces are in eV/Å.

Charge: 0
Highest occupied orbital energy (eV): -8.80
ΔE to the lowest compared entry with this formula, charge and spin (kJ/mol): 44.21
Kohn-Sham gap (eV): 6.91
LUMO level (eV): -1.89

***

Entry 3:
A molecular structure, C6H3CaN3O5S3 at a distorted geometry. Source: OMol25; level of theory: the ωB97M-V functional and the def2-TZVPD basis.

Structure (XYZ):
```
21
Properties=species:S:1:pos:R:3:forces:R:3:lowdin_charge:R:1
Ca 0.58225 1.34437 0.00728 -2.52 -1.80 -1.53 1.173
O -0.85157 -2.07979 -1.29332 -0.28 1.25 1.35 -0.450
S -0.11015 -1.53347 -0.09672 -1.27 -3.17 -4.68 0.118
O 0.35424 -2.65859 0.63684 1.32 -1.34 1.98 -0.378
O -0.85564 -0.60336 0.73266 -1.06 2.38 1.24 -0.483
O 0.99226 -0.72500 -0.69767 2.03 1.58 0.20 -0.609
C -3.45025 -0.00257 -3.48791 -0.10 0.83 0.09 -0.089
O -3.23253 0.50491 -2.17178 -0.85 -0.27 -0.07 -0.211
C -2.15898 1.16846 -1.80985 1.71 0.63 -0.80 -1.370
S -2.26292 2.17491 -0.47514 -0.52 0.42 1.09 0.433
S -0.69187 1.13541 -2.67093 -0.25 -0.16 -0.46 0.486
H -3.73743 -1.03430 -3.42894 0.12 -0.53 0.16 0.085
H -2.62692 0.16091 -4.16259 0.65 -0.20 0.12 0.036
H -4.27671 0.57643 -3.89825 -0.31 0.02 0.05 0.078
N 2.15316 1.64595 1.49860 0.81 0.35 0.86 -0.034
C 2.64706 0.94574 2.28283 0.23 0.55 -0.41 -0.213
C 3.33974 0.21713 3.21448 -0.58 -1.50 0.24 -0.286
C 3.15957 -1.21871 3.20866 -0.26 1.18 -0.32 -0.226
N 2.85337 -2.31700 3.05563 0.41 -0.45 0.34 0.145
C 3.82060 0.89037 4.33809 0.68 -0.21 -0.14 -0.291
N 4.35272 1.40818 5.21805 0.04 0.43 0.69 0.087
```
Forces are in eV/Å.

Charge: -2
Highest occupied orbital energy (eV): -1.30
ΔE to the lowest compared entry with this formula, charge and spin (kJ/mol): 181.92
Kohn-Sham gap (eV): 5.83
LUMO level (eV): 4.53

***

Entry 4:
C6H3ClO2 in the gas phase. Source: OMol25; level of theory: the ωB97M-V functional and the def2-TZVPD basis.

Structure (XYZ):
```
12
Properties=species:S:1:pos:R:3:forces:R:3:lowdin_charge:R:1
O -0.05790 2.60213 0.19362 0.10 -0.09 -0.29 0.115
C 0.05234 1.43084 -0.08862 -0.03 0.07 0.05 -0.379
C 1.31108 0.67022 0.16810 -0.06 0.06 -0.04 0.021
C 1.23818 -0.62451 0.44703 -0.03 -0.04 -0.05 0.019
C -0.08856 -1.30206 0.46772 -0.04 0.03 0.02 -0.404
O -0.31414 -2.27683 1.13693 0.09 -0.09 -0.17 0.112
C -1.14895 -0.65095 -0.38563 0.08 -0.10 0.05 -0.595
Cl -2.42606 -1.66339 -0.91054 -0.07 0.00 0.04 0.746
C -1.08007 0.64668 -0.65691 0.07 0.05 0.01 -0.010
H 2.24145 1.22135 0.16300 -0.02 0.08 0.14 0.124
H 2.10347 -1.22246 0.69907 -0.04 -0.04 0.12 0.124
H -1.83084 1.16899 -1.23378 -0.07 0.06 0.13 0.126
```
Forces are in eV/Å.

SMILES: O=C1C=CC(=O)C(Cl)=C1
Charge: 0
Highest occupied orbital energy (eV): -10.40
ΔE to the lowest compared entry with this formula, charge and spin (kJ/mol): 0.00
Kohn-Sham gap (eV): 8.96
LUMO level (eV): -1.43

***

Entry 5:
2 unconnected molecules or ions with the total composition C6H3F8N. Source: OMol25; level of theory: the ωB97M-V functional and the def2-TZVPD basis.

Structure (XYZ):
```
18
Properties=species:S:1:pos:R:3:forces:R:3:lowdin_charge:R:1
C 2.38086 -0.24086 -1.19734 -0.17 0.02 -0.16 -0.305
C -1.99870 1.21691 -0.55547 0.18 -0.28 0.32 -0.299
C -1.55127 0.18974 0.17097 0.15 -0.07 -0.20 0.077
C 3.38602 -0.09486 -0.18414 0.51 -0.01 0.45 -0.071
C -0.45689 0.39732 1.19179 -0.24 0.17 -0.07 -0.593
C -2.18827 -1.17433 -0.03368 -0.14 0.38 -0.11 -0.594
N 1.57079 -0.31937 -1.99920 -0.50 -0.09 -0.43 0.144
F -1.56718 2.44239 -0.46514 -0.02 -0.04 -0.02 0.204
F -2.95164 1.13238 -1.43829 0.02 -0.11 0.02 0.211
F 0.29022 -0.68084 1.39748 0.15 -0.41 -0.09 0.162
F 0.37943 1.37146 0.82975 0.24 0.39 -0.20 0.151
F -0.96280 0.75197 2.38122 -0.23 0.02 0.28 0.160
F -1.63085 -2.13120 0.69369 0.24 -0.13 0.28 0.174
F -3.48709 -1.14212 0.29736 -0.35 0.09 0.10 0.156
F -2.12743 -1.55365 -1.30944 0.08 -0.03 -0.36 0.167
H 3.50173 -1.02895 0.36694 0.02 0.08 -0.01 0.090
H 3.07691 0.69130 0.50136 0.09 0.01 0.08 0.079
H 4.33617 0.17273 -0.64787 -0.03 -0.01 0.11 0.087
```
Forces are in eV/Å.

SMILES: FC(F)=C(C(F)(F)F)C(F)(F)F.CC#N
Charge: 0
Highest occupied orbital energy (eV): -11.25
ΔE to the lowest compared entry with this formula, charge and spin (kJ/mol): 0.00
Kohn-Sham gap (eV): 11.97
LUMO level (eV): 0.72

***

Entry 6:
C6H3NS in the gas phase at a distorted geometry. Source: OMol25; level of theory: the ωB97M-V functional and the def2-TZVPD basis.

Structure (XYZ):
```
11
Properties=species:S:1:pos:R:3:forces:R:3:lowdin_charge:R:1
C -1.00723 0.57493 0.49478 -1.54 -0.57 1.53 -0.798
C -0.17043 1.83633 -1.01925 2.44 0.05 -0.05 -0.119
C 0.67550 0.57787 -0.93838 -0.97 -1.07 0.35 0.022
C 0.07835 -0.28550 -0.04817 1.08 1.43 -0.18 -0.251
C 0.43511 -1.56569 0.56065 -0.33 0.69 -0.93 -0.099
C 0.60176 -2.66517 1.02269 -0.27 1.00 -0.51 0.136
H 0.20101 2.75231 -1.57805 -1.00 -1.25 0.48 0.135
H 1.55754 0.39473 -1.51162 0.39 -0.04 -0.25 0.097
H 0.64854 -3.65266 1.38479 0.21 -0.36 0.26 0.028
N -1.11400 1.83216 -0.16782 -0.39 -0.16 0.06 0.033
S -1.90613 0.20068 1.80038 0.40 0.29 -0.75 0.815
```
Forces are in eV/Å.

SMILES: C#CC1=CC=NC1=S
Charge: 0
Highest occupied orbital energy (eV): -9.22
ΔE to the lowest compared entry with this formula, charge and spin (kJ/mol): 39.97
Kohn-Sham gap (eV): 7.29
LUMO level (eV): -1.93